34
Properties=species:S:1:pos:R:3:forces:R:3:lowdin_charge:R:1 method="wB97M-V/def2-TZVPD" lumo_energy_ev=-2.79 orbital_gap_ev=3.457 homo_ev=-6.25 energy_ha=-1146.7728 e_above_lowest_kcal_mol=36.49
S -0.88878 3.91236 0.98040 2.7 0.6 -0.5 0.37
C -2.36536 3.41465 1.26960 -4.6 -1.6 0.9 -1.18
N -3.47417 3.04166 1.49182 2.0 0.5 -0.4 -0.05
C -3.36355 -0.62800 -4.39690 0.1 0.1 -0.6 -0.08
O -3.88767 -0.70456 -3.09116 1.3 0.2 2.0 -0.05
C -2.97267 -0.52691 -2.06887 -0.8 -0.2 -0.1 -0.19
C -3.43609 -0.72762 -0.75368 -0.5 -0.1 -0.6 0.03
C -2.60737 -0.60958 0.32105 0.2 0.2 0.0 0.02
C -1.23571 -0.30118 0.16009 0.3 0.1 0.2 -0.19
C -0.42419 -0.23265 1.31142 -0.1 0.2 -0.8 0.13
C 0.99334 -0.23570 1.42372 0.2 -0.1 -0.1 -0.19
C 1.57746 0.08050 2.66495 -0.2 -0.1 0.0 0.01
C 2.94148 0.10566 2.82253 -0.1 0.0 0.1 -0.02
C 3.79120 -0.19739 1.76349 -0.2 0.1 -0.1 -0.25
C 5.26507 -0.09826 1.93107 0.4 0.1 -0.1 -0.04
C 3.22584 -0.59400 0.55401 -0.1 0.0 0.0 -0.02
C 1.86224 -0.61730 0.38337 -0.1 -0.1 0.1 0.00
C -0.78413 -0.04556 -1.15916 -0.1 0.0 0.3 0.01
C -1.62305 -0.15550 -2.23229 -0.3 -0.1 -0.6 0.01
H -4.17351 -0.82102 -5.10257 0.0 0.0 0.3 0.10
H -2.96647 0.37000 -4.58511 0.1 0.0 -0.1 0.10
H -2.59176 -1.38705 -4.53315 0.1 0.1 -0.1 0.10
H -4.47012 -0.98629 -0.61727 -0.3 0.0 0.0 0.13
H -2.98215 -0.78198 1.31545 -0.2 0.0 0.2 0.13
H -0.95462 -0.19710 2.24748 -0.2 0.0 0.3 0.13
H 0.93318 0.29742 3.50058 -0.1 0.2 0.1 0.13
H 3.36592 0.35874 3.77915 0.1 0.1 0.2 0.12
H 5.77093 -0.07864 0.96612 0.0 -0.1 0.0 0.08
H 5.52667 0.82030 2.45663 0.0 0.0 0.1 0.09
H 5.65625 -0.93889 2.50400 0.0 0.0 0.1 0.09
H 3.87021 -0.90005 -0.25204 0.1 0.0 -0.2 0.12
H 1.45197 -1.00956 -0.52831 0.0 0.0 -0.2 0.11
H 0.22161 0.30282 -1.31133 0.0 0.2 -0.1 0.11
H -1.25202 0.07067 -3.21509 0.1 0.1 -0.1 0.11